Record 1
ORCA calculation (ωB97M-V/def2-TZVPD) on a structure of composition C6H8.

Each line ends with the natural charge from an NBO analysis.
Atoms and positions in Å:
C (0.6580, 0.8873, 0.7263)  -0.448
C (0.7167, -0.5353, 0.1383)  -0.284
C (-0.6511, -0.9412, 0.7412)  -0.415
C (-0.7578, 1.1015, 0.1394)  -0.159
C (-0.5063, 0.7266, -1.3034)  -0.291
C (0.4131, -0.2430, -1.3256)  -0.162
H (1.3763, 1.5932, 0.3013)  0.221
H (0.6941, 0.9171, 1.8225)  0.206
H (1.5741, -1.1974, 0.3278)  0.206
H (-0.6395, -1.1264, 1.8221)  0.212
H (-1.2277, -1.7125, 0.2170)  0.214
H (-1.4076, 0.1698, 0.6999)  0.260
H (-1.0472, 1.1657, -2.1368)  0.224
H (0.8049, -0.8053, -2.1700)  0.217

The LUMO energy comes out at 0.5 eV. As for the gap between HOMO and LUMO: 0.3083 Eh. The calculation puts the energy above the lowest of the compared OMol25 structures with the same formula, charge and spin at 4.505 eV.

=====

Record 2
ORCA calculation (ωB97M-V/def2-TZVPD) on a cluster of 6 separate species, C20H54N2O9 in total.

Each line ends with the Löwdin charge.
Atoms and positions in Å:
C (3.4476, -5.0721, 2.8813)  -0.111
O (3.0356, -3.7871, 2.4823)  -0.172
C (2.8776, -3.6131, 1.1363)  -0.249
C (1.6366, -4.3591, 0.6093)  -0.145
N (1.6346, -4.0881, -0.8657)  -0.054
C (0.2926, -4.3091, -1.4007)  -0.191
C (-0.8554, -3.7161, -0.7007)  -0.386
O (-1.8454, -3.3671, -1.3697)  -0.108
C (-1.7204, -2.3211, -2.3497)  -0.033
H (4.2306, -5.4401, 2.1583)  0.103
H (2.6716, -5.8591, 2.9093)  0.087
H (3.9366, -5.0821, 3.8563)  0.086
H (3.8306, -3.8171, 0.6223)  0.133
H (2.7136, -2.5821, 0.9003)  0.090
H (0.7646, -4.0081, 1.1133)  0.101
H (1.6936, -5.3851, 0.8553)  0.101
H (2.2786, -4.8231, -1.2647)  0.156
H (0.0946, -5.3371, -1.4667)  0.111
H (0.3566, -4.0631, -2.4377)  0.115
H (-0.6644, -2.7801, -0.1687)  0.116
H (-1.2924, -4.4251, -0.0397)  0.141
H (-1.3854, -1.3901, -1.9497)  0.065
H (-2.7284, -2.1661, -2.7897)  0.117
H (-1.0804, -2.5801, -3.1597)  0.040
C (-0.2184, 1.3009, -2.0447)  -0.078
O (-0.5264, 2.6949, -1.7697)  -0.155
C (-1.5914, 2.8419, -0.8407)  -0.239
C (-1.8694, 4.2809, -0.5647)  -0.248
N (-3.0284, 4.3619, 0.2283)  -0.074
C (-3.3294, 5.7679, 0.6203)  -0.158
C (-4.5914, 5.6649, 1.4573)  -0.413
O (-5.0304, 6.6069, 2.1243)  -0.127
C (-4.1164, 7.1299, 3.0743)  -0.068
H (0.6996, 1.0519, -2.5917)  0.082
H (-0.9954, 0.7579, -2.5727)  0.064
H (-0.1694, 0.7819, -1.1187)  0.041
H (-1.2914, 2.3529, 0.0073)  0.079
H (-2.5104, 2.3179, -1.1557)  0.137
H (-1.9924, 4.9259, -1.4797)  0.147
H (-0.9614, 4.5889, 0.0003)  0.131
H (-2.9714, 3.7419, 1.0353)  0.121
H (-3.4594, 6.4439, -0.2027)  0.124
H (-2.5564, 6.0849, 1.2433)  0.085
H (-4.6164, 4.7879, 2.1113)  0.127
H (-5.4174, 5.3949, 0.7723)  0.143
H (-3.5074, 7.9579, 2.6133)  0.106
H (-3.4234, 6.4319, 3.5293)  0.094
H (-4.7484, 7.6519, 3.7693)  0.082
O (1.3336, 2.5679, 1.5763)  -0.031
C (1.7336, 2.2939, 2.8783)  -0.281
C (2.5816, 1.0969, 2.9003)  -0.222
O (2.8806, 0.7349, 4.2903)  -0.061
H (0.8566, 1.8139, 1.2363)  0.049
H (2.2316, 3.1399, 3.3373)  0.135
H (0.9576, 2.1679, 3.5313)  0.083
H (3.4636, 1.3369, 2.3933)  0.101
H (2.1396, 0.2009, 2.3823)  0.112
H (3.2406, -0.1451, 4.3563)  0.069
C (-0.3554, -0.5071, -4.8137)  -0.104
C (-0.3284, -1.4421, -5.9717)  -0.387
O (-0.8074, -2.6771, -5.6807)  -0.046
H (0.0006, 0.4679, -5.0387)  0.073
H (0.3106, -0.9401, -3.9927)  0.084
H (-1.4294, -0.5881, -4.4827)  0.097
H (0.7416, -1.4961, -6.1877)  0.116
H (-0.8844, -1.0241, -6.7967)  0.118
H (-0.1154, -3.2421, -5.3307)  0.092
C (-0.6294, -0.6831, 3.3453)  -0.066
C (-0.1134, -1.2631, 2.1243)  -0.366
O (-0.2084, -0.3471, 1.0653)  -0.076
H (-0.4884, -1.4771, 4.0733)  0.088
H (-1.7014, -0.5001, 3.4153)  0.091
H (0.0306, 0.1309, 3.6193)  0.066
H (-0.5514, -2.1651, 1.8633)  0.077
H (0.8926, -1.5711, 2.3753)  0.101
H (0.3686, -0.5211, 0.2973)  0.038
C (2.9836, -0.0971, -0.7667)  -0.073
C (2.3076, -1.0031, -1.6277)  -0.392
O (1.1126, -1.3891, -1.1447)  -0.112
H (2.4786, 0.8569, -0.5307)  0.098
H (3.8976, 0.1929, -1.2137)  0.080
H (3.2756, -0.5491, 0.1513)  0.063
H (2.8376, -1.9471, -1.6677)  0.118
H (2.1296, -0.6071, -2.6127)  0.101
H (1.1236, -2.3731, -1.1587)  0.047

The LUMO energy comes out at 0.2 eV. As for the SMILES: COCCNCCOC.COCCNCCOC.OCCO.CCO.CCO.CCO. As for the gap between HOMO and LUMO: 0.3188 Eh. The calculation puts the energy above the lowest of the compared OMol25 structures with the same formula, charge and spin at 0.000 eV.

=====

Record 3
ORCA calculation (ωB97M-V/def2-TZVPD) on a structure of composition ClH4O2Zn.

Each line ends with the Mulliken spin population.
Atoms and positions in Å:
Zn (0.9300, -2.2688, -2.8292)  0.796
Cl (-0.5111, -1.3354, -1.0782)  0.202
O (-1.2358, 0.1765, 1.8637)  0.003
H (-1.7949, -0.5254, 2.1968)  0.000
H (-0.6492, -0.2574, 1.2441)  -0.003
O (1.4439, 1.3483, -0.3170)  0.003
H (0.8893, 0.7077, -0.7622)  -0.001
H (0.9277, 2.1545, -0.3181)  0.000

As for the spin multiplicity: 2. The expectation value of S² is 0.75. The LUMO energy (spin up / spin down) comes out at -0.3 / -3.0 eV. As for the gap between HOMO and LUMO (spin up / spin down): 0.3410 / 0.2910 Eh.

=====

The evaluated total energy for the records listed, in turn: -233.2215, -1580.7618, -2392.3717 Eh.
The evaluated F_max for the records listed, in turn: 0.6, 10.9, 1.7 eV/A.